(1)
Density functional theory data (ωB97M-V/def2-TZVPD) for a structure of composition C34H56BrN9PS3Tc.

The geometry in ORCA input format:
```
! RIJCOSX wB97M-V def2-TZVPD def2/J DEFGRID3
* xyz 1 4
H -3.707 -3.451 -0.154
C -1.361 -1.991 2.286
C -3.013 -1.589 -0.411
H 4.112 0.007 0.367
H 3.247 1.765 -2.989
H 1.201 -1.224 3.228
H 5.486 -1.117 -2.932
H 2.614 -2.194 0.916
Tc 0.134 -0.339 0.460
C -3.464 -2.298 3.436
C -2.596 -3.695 -2.924
H 5.414 -2.684 -1.430
S -0.072 -2.549 1.242
C 2.761 0.043 3.994
H -6.279 -0.785 -1.041
H 3.926 -1.918 -4.502
H 5.822 0.597 -2.800
C 1.837 -0.367 3.054
C 3.256 -2.833 -1.081
H -1.122 -3.108 -1.451
H 2.471 -4.792 -0.725
H -2.854 -2.684 -3.256
C 1.988 -1.476 -3.543
N -3.977 -1.057 0.321
C 0.611 -2.158 -3.520
H 1.170 0.551 -3.565
C -6.468 0.217 -0.641
H 2.280 1.811 0.667
C -0.582 3.514 -1.615
S -1.801 -0.576 -1.152
H 4.543 -3.443 -2.764
H -0.961 4.842 -3.099
C -5.098 -4.177 -2.570
C 2.425 1.338 1.627
H 3.475 -3.723 0.854
H -4.672 -1.688 0.703
H -3.894 -4.763 -4.236
C 1.764 -0.104 -4.196
N 1.675 0.259 1.881
C 3.998 0.061 -1.827
C -5.147 0.963 -0.481
N -0.597 3.924 -2.902
C 4.576 -3.327 -1.685
H -4.626 0.423 1.566
C 3.528 1.167 3.723
H 1.203 -3.605 -0.980
H 4.371 -2.225 0.717
H -1.754 -4.012 -3.542
C -2.269 -4.219 2.510
H -7.063 0.724 -1.404
H -7.462 1.104 1.067
H 5.410 0.880 -0.443
H 2.944 -3.342 -4.157
H -5.919 -4.786 -2.944
Br 4.781 1.781 4.971
H 4.790 -4.310 -1.262
S -1.431 -0.262 2.369
C 3.354 1.834 2.518
N -0.188 1.803 -0.018
H -5.345 1.992 -0.172
H -4.623 1.015 -1.439
C 2.909 -2.297 -4.451
H -0.537 3.264 -3.656
H 3.931 2.709 2.267
H 2.135 -4.231 -2.350
C 4.766 0.002 -0.499
H 2.501 -2.264 -5.462
N -2.225 -5.311 2.152
C -0.211 2.193 -1.279
H -3.245 0.860 0.573
N -2.985 -2.898 -0.600
H 5.410 -0.871 -0.435
N 1.408 -0.676 -0.895
C -4.215 0.359 0.559
P 2.614 -1.213 -1.789
H 1.213 -0.264 -5.122
C -3.771 -4.639 -3.159
H 0.657 -3.204 -3.239
C 5.026 -0.133 -2.945
C 2.191 -3.917 -1.310
C 3.386 1.469 -1.953
C -0.517 2.686 0.939
C -0.867 3.974 0.584
H -5.130 -4.260 -1.484
C -2.295 -2.834 2.828
H -5.308 -3.140 -2.833
H -1.955 -4.607 -1.052
C -2.087 -3.617 -1.492
H 0.210 -2.116 -4.533
H -3.523 -5.629 -2.771
H -8.232 -0.363 0.482
H -6.755 -0.459 1.418
C 3.442 -2.714 0.442
H -0.085 -1.649 -2.857
H -0.501 2.348 1.964
H 0.065 1.466 -2.028
H -1.132 4.691 1.348
N -0.904 4.393 -0.673
H 2.863 -0.502 4.919
H 2.687 0.406 -4.452
C -7.270 0.117 0.648
H 4.612 0.039 -3.935
H 2.424 1.544 -1.448
H 4.066 2.190 -1.502
N -4.417 -1.804 3.844
*
```

## Properties
* DFT total energy: -6012.59325 Ha
* HOMO (spin up / spin down): -10.3 / -10.6 eV

Results of the Löwdin charge analysis, in e, for atoms 1 through 5: 0.14 -1.05 -0.70 0.05 0.07

---

(2)
Density functional theory data (ωB97M-V/def2-TZVPD) for a structure of composition C32H28BrGeN2O4Pd.

The geometry in ORCA input format:
```
! RIJCOSX wB97M-V def2-TZVPD def2/J DEFGRID3
* xyz 0 4
C -3.455 3.608 -0.413
H -5.669 0.480 -0.429
H -0.677 -1.525 -1.787
C -1.488 2.416 -1.059
C -0.850 2.782 0.180
H -1.137 3.934 2.022
C -4.636 0.239 -0.208
C -2.855 4.021 0.788
O 3.343 3.446 -2.922
C 4.644 0.735 2.363
O 3.320 -1.085 -1.363
C -0.840 -3.575 0.670
H 2.389 -2.570 0.661
C 2.330 2.099 1.778
C 1.133 2.752 1.472
H -1.495 -5.616 0.607
C -4.103 0.519 1.016
C 1.529 -3.232 0.660
H 1.162 -0.478 3.041
C -2.758 2.816 -1.341
C 2.014 -0.888 -1.657
H -0.520 -0.952 3.297
H -3.231 2.533 -2.271
H 4.980 2.211 3.898
C 2.982 2.556 -2.177
N 0.347 2.284 0.419
Pd 1.256 0.631 -0.645
H -0.913 1.836 -1.770
H 2.894 3.447 3.366
N 2.671 0.991 1.054
C -1.944 -0.390 0.351
C 3.173 2.559 2.816
C 1.732 -4.603 0.622
H -4.001 -1.383 -4.459
H 0.892 3.684 1.966
O 1.861 1.916 -2.222
H -0.120 0.737 2.926
H 3.809 -1.764 -3.268
C -0.642 -4.948 0.627
C -3.591 -1.187 -3.476
C 4.326 1.871 3.106
H 0.800 -6.535 0.566
C -1.581 3.635 1.084
H -5.411 -0.391 -2.699
H 3.676 2.211 -1.367
C 0.242 -2.697 0.687
C 0.645 -5.464 0.603
O 1.449 -1.497 -2.523
H 5.068 -1.883 -2.004
H 3.689 -3.024 -2.023
C -1.714 -1.267 -1.967
H 4.006 -0.514 0.720
C -4.374 -0.636 -2.502
C -3.845 -0.368 -1.215
C -2.754 0.202 1.289
H -3.419 4.635 1.476
H 5.541 0.166 2.557
H -4.711 0.984 1.783
C -2.493 -0.685 -0.937
H 2.739 -5.001 0.601
C -2.244 -1.503 -3.204
Ge -0.061 -0.765 0.812
H -2.364 0.435 2.274
C 0.136 -0.302 2.715
C 4.011 -2.002 -2.227
Br -5.209 4.134 -0.784
H -1.621 -1.936 -3.975
C 3.787 0.342 1.342
H -1.852 -3.185 0.679
*
```

## Properties
* DFT total energy: -6425.42679 Ha
* HOMO (spin up / spin down): -7.3 / -8.2 eV

Results of the Löwdin charge analysis, in e, for atoms 1 through 5: -0.67 0.11 0.06 0.02 -0.25

---

(3)
Density functional theory data (ωB97M-V/def2-TZVPD) for a cluster of 9 separate species, C9H36N18O9 in total.

The geometry in ORCA input format:
```
! RIJCOSX wB97M-V def2-TZVPD def2/J DEFGRID3
* xyz 1 2
H -1.918 -14.475 12.331
H -2.790 -16.978 7.032
H -2.572 -12.933 13.733
C -1.647 -15.979 11.073
N -5.606 -15.885 10.385
C -9.586 -13.670 6.202
N -3.048 -11.455 10.121
H -5.480 -11.068 12.030
O -4.312 -9.598 10.639
H -1.196 -12.884 15.096
N -3.834 -18.060 8.711
H -6.499 -14.379 8.937
H -4.598 -15.798 14.312
N -7.172 -9.317 9.383
O -5.497 -16.315 4.771
N -4.922 -11.548 11.338
H -8.456 -15.436 4.846
H -7.651 -8.809 10.113
H -1.288 -13.766 16.596
H -5.772 -15.364 6.722
N -1.472 -14.756 11.469
H -10.095 -15.566 6.236
N -6.690 -15.307 6.304
N -4.412 -16.383 13.510
O -2.077 -16.813 11.794
H -3.170 -12.458 10.120
N -5.728 -17.615 14.661
O -4.734 -14.205 11.367
H -0.905 -14.134 10.912
H -8.685 -11.962 9.575
H -3.596 -17.098 8.903
N -7.622 -15.805 4.411
H -4.788 -12.549 11.318
C -5.475 -14.679 10.520
H -10.553 -14.509 4.819
O -3.484 -14.793 15.903
C -4.061 -10.779 10.687
O -3.530 -19.895 7.611
H -7.662 -16.132 3.456
O -7.029 -11.170 8.085
C -2.814 -14.135 15.239
H -5.283 -16.511 11.109
H -8.934 -13.116 7.958
H -5.874 -16.915 15.374
N -3.177 -13.635 14.135
H -7.534 -14.897 6.678
N -6.170 -13.896 9.760
H -2.785 -18.372 5.921
H -4.063 -13.793 13.677
H -3.805 -16.192 12.726
C -7.515 -10.551 9.052
N -8.383 -11.027 9.810
O -4.774 -18.402 12.677
H -6.328 -8.952 8.965
H -9.191 -14.861 7.712
H -8.970 -10.320 10.230
H -4.344 -18.581 9.410
H -2.214 -11.027 9.744
N -10.102 -14.710 5.701
H -5.464 -16.110 9.411
C -6.541 -15.892 5.145
H -6.085 -12.892 9.834
H -6.194 -18.499 14.807
N -1.236 -16.202 9.846
C -5.019 -17.535 13.555
C -3.410 -18.716 7.692
H -0.917 -15.386 9.343
N -1.617 -13.614 15.653
N -2.801 -17.970 6.848
H -1.238 -17.145 9.485
N -9.132 -13.913 7.369
O -9.509 -12.669 5.570
*
```

## Properties
* DFT total energy: -2027.12307 Ha
* HOMO (spin up / spin down): -11.8 / -11.8 eV

Results of the Löwdin charge analysis, in e, for atoms 1 through 5: 0.08 0.11 0.12 -0.80 0.23

---

(4)
Density functional theory data (ωB97M-V/def2-TZVPD) for a cluster of 9 separate species, C17H51NO12 in total.

The geometry in ORCA input format:
```
! RIJCOSX wB97M-V def2-TZVPD def2/J DEFGRID3
* xyz 0 1
H -3.737 -2.718 2.648
H -2.219 0.197 -2.223
H 9.944 1.526 -1.139
O 0.102 1.909 1.504
H -6.391 3.740 -1.135
H -4.007 -0.892 2.772
H 3.695 -1.314 4.612
H 1.444 -0.169 0.501
H -2.295 -5.404 1.011
H 8.745 2.017 -2.338
N -5.231 2.880 -2.737
H 6.210 0.225 2.221
H -4.812 5.646 -2.989
C 1.866 -0.636 4.025
O -2.314 -1.560 1.752
O 6.551 0.113 0.252
O -1.851 -3.503 0.058
H 1.472 -4.285 -3.891
H -2.575 -0.560 -0.666
C 1.488 -3.598 -3.044
C -1.204 2.454 1.509
O 0.937 -2.237 0.234
C -5.992 1.635 -2.610
H -5.768 6.174 -1.759
H -4.454 0.481 -3.608
H 5.347 1.390 1.129
H 0.353 -2.463 0.961
H 4.607 -1.385 1.672
H -3.663 7.260 -1.091
H -4.334 2.787 -2.281
H 2.456 -3.638 -2.545
H 4.109 -3.608 0.909
H -4.378 -1.675 1.357
H 9.617 0.578 -2.614
H -3.124 -1.346 -2.103
H 0.954 -0.601 -1.084
O 0.493 -3.805 -2.019
O -4.137 5.241 -1.035
C 3.586 -4.172 1.681
C -4.997 0.424 -2.665
C -6.062 4.020 -2.135
H 4.151 -0.614 0.088
H 1.652 0.035 4.857
C -3.895 6.430 -0.423
H -6.827 4.225 -2.884
O 2.836 -1.671 4.376
H -3.193 6.428 0.410
O 4.043 -3.933 3.073
C -5.157 5.308 -2.012
H -0.221 -0.483 0.143
H -5.522 -0.531 -2.693
H 1.381 -2.618 -3.508
H 2.573 -3.813 1.498
H 2.259 0.083 3.307
C -1.536 -4.633 0.876
H -6.400 1.514 -1.606
C 7.303 1.089 -0.317
O 7.341 2.273 0.025
C -2.969 -0.361 -1.663
H -0.544 -5.012 0.633
H 3.681 -5.178 1.272
H -1.839 1.814 2.122
C 0.788 -0.854 -0.037
C 9.167 1.161 -1.811
H -1.253 3.490 1.846
H -1.622 2.526 0.505
H -4.791 6.754 0.106
H 3.341 -3.413 3.471
H -6.712 1.606 -3.428
H 0.692 -3.190 -1.309
H 3.650 0.098 1.554
H 0.633 2.481 0.944
C -3.663 -1.738 2.177
H -2.058 -2.079 0.986
H 0.940 -1.036 3.612
C 5.729 0.377 1.255
C 4.480 -0.456 1.115
H -1.355 -4.369 1.917
O 8.032 0.440 -1.266
H -1.360 -3.737 -0.733
O -4.188 0.456 -1.581
*
```

## Properties
* DFT total energy: -1635.70650 Ha
* HOMO: -8.8 eV
* SMILES: CCOC(=O)OC.COCCNCCOC.CO.CO.CO.CO.CO.CO.CO

Results of the Löwdin charge analysis, in e, for atoms 1 through 5: 0.08 0.09 0.10 -0.13 0.11

---

(5)
Density functional theory data (ωB97M-V/def2-TZVPD) for a cluster of 2 separate species, C2F3N in total.

The geometry in ORCA input format:
```
! RIJCOSX wB97M-V def2-TZVPD def2/J DEFGRID3
* xyz 0 1
F 0.267 2.381 0.305
F -0.942 -2.195 -1.239
C -0.609 -0.289 0.148
N 0.495 1.295 1.067
F 1.587 0.764 0.529
C -0.521 -1.166 -0.630
*
```

## Properties
* DFT total energy: -430.18942 Ha
* HOMO (spin up / spin down): -10.8 / -10.7 eV

Results of the Löwdin charge analysis, in e, for atoms 1 through 5: -0.01 0.12 0.12 0.07 -0.03

---

(6)
Density functional theory data (ωB97M-V/def2-TZVPD) for the ion C4H8N2 with charge +2.

The geometry in ORCA input format:
```
! RIJCOSX wB97M-V def2-TZVPD def2/J DEFGRID3
* xyz 2 1
C -0.966 -0.414 1.738
H -0.625 -0.772 2.699
N -0.684 -0.161 -0.907
H -1.540 -0.791 -1.008
H -1.612 0.505 2.165
C 0.075 0.133 -2.073
H -1.723 -1.092 1.315
H 3.112 1.087 1.119
H 0.175 -0.672 -2.941
C 2.191 0.670 1.029
H 1.132 0.395 -1.807
H -0.454 0.946 -2.718
C -0.190 -0.110 0.615
N 1.109 0.277 0.774
*
```

## Properties
* DFT total energy: -265.84428 Ha
* HOMO (spin up / spin down): -20.2 / -19.7 eV
* SMILES: C#[N+]/C(C)=[NH+]\C

Results of the Löwdin charge analysis, in e, for atoms 1 through 5: 0.03 0.13 0.13 0.21 0.22

---

It is found that the energy relative to the best compared isomer or geometry (same formula, charge and spin) values, taken in the order of the records, are 0.0 0.0 65.0 0.0 226.1 81.7 kcal/mol.